(1)
Computed, not measured: a molecular structure, C15H11N3O4PtSbSe5 at a distorted geometry, with the ωB97M-V functional and the def2-TZVPD basis.

strongest force on any atom: 2.37 eV Å⁻¹
charge: -1
E: -364914.3995 eV
highest occupied orbital energy (alpha / beta): -5.62 / -5.62 eV

Atoms and positions in Å:
Pt  -1.982  0.418  -0.355
Sb  -1.887  -0.843  -3.460
Se  -3.761  0.142  -1.877
Se  -0.935  0.742  -5.045
Se  -1.543  2.701  -1.067
Se  -0.153  -1.249  -1.601
Se  -2.812  -2.909  -4.377
O  -1.646  -4.406  4.642
O  -3.866  -4.444  4.230
O  0.477  -0.102  2.798
O  -0.463  0.735  0.996
N  0.822  1.830  -2.296
N  -2.316  -1.197  0.899
N  1.262  2.610  -0.297
C  1.112  3.179  1.013
C  -3.392  -3.105  1.807
C  4.355  0.776  -2.265
C  3.104  0.920  -2.833
C  3.703  1.960  -0.249
C  4.649  1.293  -1.001
C  -3.254  -2.134  0.830
C  2.150  1.587  -2.080
C  -2.513  -3.102  2.877
C  -2.694  -4.134  4.084
C  -0.371  -0.125  1.929
C  -1.442  -1.212  1.912
C  -1.505  -2.158  2.922
C  0.295  2.394  -1.200
C  2.436  2.089  -0.798
H  5.122  0.236  -2.799
H  2.854  0.518  -3.802
H  1.825  3.992  1.147
H  -3.929  -2.104  -0.015
H  -4.183  -3.837  1.745
H  3.932  2.343  0.732
H  -0.774  -2.131  3.716
H  0.306  1.605  -3.158
H  1.280  2.410  1.770
H  5.638  1.150  -0.588
H  0.097  3.562  1.115

=====

(2)
Computed, not measured: C15H11N3O5S in the gas phase at a distorted geometry, with the ωB97M-V functional and the def2-TZVPD basis.

strongest force on any atom: 4.50 eV Å⁻¹
SMILES: Cc1ccnc(SCc2cc(=O)c(OC(=O)c3cnco3)co2)n1
E: -41272.7831 eV
highest occupied orbital energy: -9.23 eV

Atoms and positions in Å:
S  0.592  3.584  -1.448
O  0.032  -1.748  0.531
O  3.680  -1.896  2.699
O  1.469  -1.125  2.722
O  2.592  1.391  0.244
O  1.110  -2.321  5.180
N  2.529  -3.451  6.478
N  -1.657  2.294  -1.924
N  -1.232  2.673  0.398
C  0.796  -0.776  0.430
C  1.611  -0.372  1.579
C  3.134  -3.140  5.263
C  1.402  -2.830  6.472
C  -3.131  1.556  -0.246
C  -2.795  1.697  -1.581
C  -2.293  2.026  0.772
C  2.265  -2.447  4.479
C  -3.735  1.193  -2.592
C  1.683  1.232  -0.762
C  0.805  0.181  -0.757
C  -0.884  2.816  -0.928
C  1.548  2.172  -1.972
C  2.534  -1.873  3.205
C  2.436  0.751  1.439
H  -3.490  0.294  -2.948
H  0.165  -0.122  -1.568
H  0.988  1.708  -2.779
H  2.549  2.418  -2.372
H  -2.658  1.926  1.859
H  -3.668  1.827  -3.432
H  -4.734  1.192  -2.343
H  0.674  -3.210  7.189
H  2.959  1.122  2.323
H  -4.108  1.065  -0.058
H  4.166  -3.270  4.989

=====

(3)
Computed, not measured: C15H11N5O5 in the gas phase at a distorted geometry, with the ωB97M-V functional and the def2-TZVPD basis.

strongest force on any atom: 3.69 eV Å⁻¹
E: -33411.5602 eV
highest occupied orbital energy: -7.48 eV

Atoms and positions in Å:
O  -2.477  -4.083  -1.271
O  -4.328  -3.009  -0.825
O  -4.058  1.382  -1.085
O  -2.400  2.976  -0.954
O  0.398  2.857  1.129
N  1.687  0.304  0.863
N  -2.668  1.785  -1.045
N  2.407  -1.108  -2.146
N  -4.190  0.000  -1.162
N  -3.120  -3.006  -1.111
C  2.160  -0.897  1.305
C  3.881  0.911  0.172
C  3.473  -1.263  1.087
C  1.264  -1.048  -1.850
C  -2.366  -1.772  -1.265
C  -1.953  0.619  -1.024
C  4.351  -0.355  0.493
C  -0.100  -0.861  -1.499
C  -0.430  0.471  -0.793
C  -0.222  1.833  1.340
C  -0.995  -1.906  -1.567
C  -1.407  1.801  2.260
C  -2.882  -0.421  -1.167
C  2.567  1.248  0.438
C  0.151  0.521  0.670
H  -0.599  -2.913  -1.671
H  3.804  -2.267  1.352
H  -1.996  0.916  2.029
H  0.026  1.354  -1.259
H  4.491  1.665  -0.313
H  1.425  -1.599  1.719
H  -2.004  2.696  2.043
H  -0.273  -0.285  1.218
H  -1.152  1.833  3.331
H  5.390  -0.608  0.317
H  2.146  2.228  0.241

=====

(4)
Computed, not measured: a molecular structure, C15H11NO3PtS at a distorted geometry, with the ωB97M-V functional and the def2-TZVPD basis.

strongest force on any atom: 8.66 eV Å⁻¹
spin multiplicity: 3
charge: +2
E: -37425.6197 eV
highest occupied orbital energy (alpha / beta): -16.06 / -16.03 eV

Atoms and positions in Å:
Pt  -0.035  -0.696  -3.491
S  -1.064  -0.691  -0.330
O  -3.068  -0.306  -3.901
O  0.310  4.206  -5.998
O  2.995  -0.492  -3.402
N  0.371  -1.160  -1.268
C  0.507  1.582  -0.036
C  0.791  -3.192  2.979
C  0.819  2.872  0.446
C  1.040  -1.592  1.179
C  -0.332  -1.697  0.940
C  1.915  -0.276  -3.729
C  -0.704  0.980  0.292
C  -0.582  -3.265  2.742
C  -1.275  2.893  1.693
C  -0.077  3.507  1.312
C  1.604  -2.355  2.209
C  0.252  3.099  -5.889
C  -1.609  1.634  1.167
C  -1.158  -2.543  1.691
C  -1.880  -0.204  -3.953
H  -1.216  -3.875  3.375
H  -2.544  1.110  1.422
H  -1.952  3.396  2.389
H  1.229  -3.790  3.767
H  1.655  -0.888  0.605
H  1.188  1.003  -0.673
H  2.668  -2.271  2.407
H  1.753  3.344  0.139
H  -2.229  -2.576  1.444
H  0.477  -2.245  -1.227
H  0.152  4.488  1.699

=====

(5)
Computed, not measured: a molecular structure, C15H12AuCl2N2O2 at a distorted geometry, with the ωB97M-V functional and the def2-TZVPD basis.

strongest force on any atom: 1.59 eV Å⁻¹
charge: +1
E: -51552.7507 eV
highest occupied orbital energy: -11.95 eV

Atoms and positions in Å:
Au  1.419  -1.387  -0.406
Cl  4.562  -1.756  -0.077
Cl  2.362  -3.544  -0.859
O  1.582  0.664  0.321
O  -0.895  -2.325  -0.886
N  -0.714  1.021  0.583
N  -0.826  0.206  -0.323
C  -3.077  -2.828  -3.635
C  1.430  3.938  4.074
C  4.142  -3.384  -0.540
C  0.683  1.211  0.944
C  2.241  2.535  2.306
C  -2.073  -3.079  -2.785
C  -2.406  -0.760  -1.839
C  2.491  3.422  3.331
C  0.122  3.572  3.790
C  -2.018  0.241  -1.068
C  -1.700  -2.090  -1.783
C  0.922  2.162  2.016
C  -0.141  2.690  2.758
C  -3.810  -1.560  -3.631
C  -3.500  -0.585  -2.790
H  -4.029  0.358  -2.822
H  3.505  3.718  3.558
H  3.048  2.121  1.719
H  -1.553  -4.026  -2.761
H  -4.609  -1.416  -4.345
H  -2.572  1.174  -1.075
H  1.629  4.633  4.879
H  4.639  -3.648  -1.466
H  -1.155  2.404  2.525
H  -0.693  3.980  4.372
H  -3.372  -3.588  -4.348
H  4.367  -4.072  0.265

=====

(6)
Computed, not measured: a molecular structure, C15H12Br2N4O4SV, with the ωB97M-V functional and the def2-TZVPD basis.

strongest force on any atom: 0.88 eV Å⁻¹
spin multiplicity: 2
charge: +2
E: -206494.4816 eV
highest occupied orbital energy (alpha / beta): -14.52 / -14.52 eV

Atoms and positions in Å:
Br  0.199  3.015  1.129
Br  4.967  0.733  -4.865
V  -0.144  -0.505  1.448
S  -2.215  0.047  0.588
O  -0.443  -1.538  2.833
O  3.281  0.413  0.504
O  -0.644  -1.822  5.070
O  1.086  -0.126  0.311
N  1.090  0.022  -3.732
N  -2.005  -2.248  -0.899
N  -2.554  -0.462  -2.032
N  -0.202  0.941  2.923
C  2.213  0.228  -4.416
C  3.451  0.447  -3.808
C  -0.402  0.403  4.156
C  3.531  0.442  -2.429
C  -0.525  -1.088  4.165
C  1.164  0.026  -2.411
C  -2.339  -2.782  -2.241
C  2.351  0.223  -1.716
C  -0.063  2.264  2.816
C  -2.442  -1.496  -3.081
C  -0.317  2.535  5.181
C  -0.116  3.093  3.935
C  -0.465  1.150  5.299
C  -2.256  -0.942  -0.849
C  2.413  0.208  -0.256
H  -2.700  0.521  -2.207
H  -1.561  -3.452  -2.594
H  -0.361  3.167  6.058
H  0.238  -0.128  -1.871
H  -3.287  -3.316  -2.186
H  -2.078  -2.820  -0.071
H  -3.314  -1.482  -3.729
H  -1.543  -1.304  -3.666
H  0.003  4.159  3.806
H  -0.622  0.659  6.250
H  4.472  0.599  -1.917
H  2.138  0.220  -5.496